(1)
Here is the molecule C26H32N4O5 from the Open Molecules 2025 dataset. Energies are from ωB97M-V with the def2-TZVPD basis set.

The geometry in XYZ format:
```
67
Properties=species:S:1:pos:R:3:forces:R:3
C -6.03341 2.10420 0.29704 0.198 -0.304 -0.299
C -5.88626 0.75291 -0.37852 -0.408 -0.109 0.357
H -5.89778 -0.06521 0.34957 -0.039 0.147 -0.163
H -6.69379 0.58464 -1.09973 0.112 -0.043 0.096
O -4.64282 0.72538 -1.08340 0.071 0.397 -0.004
C -4.06426 -0.46460 -1.26855 0.162 -0.157 -0.254
O -4.54028 -1.50295 -0.89070 -0.071 -0.098 0.025
C -2.76331 -0.31474 -2.04215 0.068 -0.050 -0.053
C -1.83813 0.70784 -1.37359 -0.110 0.009 0.167
H -1.00827 0.92478 -2.04820 0.036 0.036 0.000
H -2.38185 1.63310 -1.18253 0.049 0.038 -0.035
C -1.28250 0.14844 -0.06604 -0.073 0.341 -0.182
N -0.56525 -1.08722 -0.33876 0.055 -0.032 0.029
C 0.32066 -1.49542 0.69449 0.326 0.123 0.022
C -0.03711 -2.43322 1.65766 0.174 -0.021 0.177
C 0.90335 -2.78649 2.60537 0.262 0.380 -0.316
C 2.18295 -2.20843 2.60652 -0.620 0.061 -0.403
C 2.55576 -1.27989 1.65582 0.118 -0.147 0.290
C 1.61547 -0.93222 0.69079 -0.156 -0.237 0.172
N 1.90464 -0.03706 -0.34000 -0.173 -0.046 -0.142
C 3.07426 0.59056 -0.62306 -0.272 0.018 -0.079
O 4.10174 0.48328 0.01814 0.186 -0.060 0.083
C 3.01523 1.43452 -1.85911 -0.077 0.293 -0.027
C 4.05749 1.32383 -2.76902 -0.117 0.007 0.060
C 4.09002 2.09870 -3.91352 0.052 -0.007 -0.068
C 3.07604 3.01139 -4.14064 0.046 -0.030 0.026
C 2.04365 3.15806 -3.23058 -0.264 0.066 0.092
C 1.99776 2.37528 -2.08157 0.239 -0.183 -0.057
O 1.00907 2.44961 -1.13953 0.259 -0.183 -0.133
C 0.24207 3.63429 -1.02839 -0.161 0.458 0.062
C 1.06958 4.82913 -0.56909 -0.064 -0.374 -0.126
H 1.56331 4.59465 0.37071 0.034 0.013 0.093
H 0.42236 5.68976 -0.42502 -0.056 0.110 0.011
H 1.83149 5.07848 -1.30383 0.045 0.085 -0.019
H -0.27624 3.85558 -1.96989 0.002 -0.083 0.094
H -0.51160 3.39016 -0.27510 0.018 0.039 -0.144
H 1.27358 3.88756 -3.42817 -0.072 0.066 0.034
H 3.08688 3.62681 -5.02806 -0.003 0.051 -0.066
H 4.90150 1.99767 -4.61717 0.072 -0.019 -0.060
H 4.84544 0.61745 -2.55637 0.079 -0.056 0.043
H 1.12802 0.08611 -0.97736 0.165 0.012 -0.020
H 3.53825 -0.84256 1.63632 0.073 0.032 -0.011
N 2.87318 -2.75406 3.66542 -0.067 -0.003 -0.036
C 2.06690 -3.65542 4.32700 -0.007 -0.161 0.209
O 2.36000 -4.31172 5.30353 0.115 -0.208 0.313
N 0.85560 -3.66748 3.66399 0.099 0.014 0.029
C -0.25418 -4.48818 4.05692 -0.067 -0.085 0.070
H 0.05970 -5.05755 4.93115 -0.060 0.021 -0.061
H -0.52965 -5.17511 3.25364 -0.014 0.000 0.035
H -1.11842 -3.87181 4.31448 0.001 -0.036 0.004
C 4.22680 -2.46333 4.04605 0.145 -0.002 0.081
H 4.45541 -3.07041 4.92119 0.018 0.059 -0.062
H 4.91457 -2.71286 3.23576 0.012 0.009 0.037
H 4.33648 -1.40572 4.29365 0.027 -0.028 0.007
H -1.02163 -2.87162 1.66390 -0.153 -0.048 -0.030
C -1.47069 -2.10564 -0.83925 0.020 -0.168 -0.380
C -2.04007 -1.65457 -2.18321 -0.253 -0.061 0.212
H -2.73345 -2.41232 -2.54886 0.025 -0.006 -0.051
H -1.22615 -1.54430 -2.90146 0.013 -0.009 -0.009
H -0.90732 -3.03224 -0.96792 -0.061 0.024 0.037
H -2.30910 -2.29589 -0.15311 0.109 -0.031 0.030
H -0.59349 0.86504 0.38569 -0.049 -0.021 0.020
H -2.11257 -0.02380 0.64240 0.076 0.005 0.069
H -3.04815 0.05942 -3.03257 -0.010 -0.007 0.079
H -6.98638 2.14997 0.81582 -0.099 0.028 0.059
H -5.99359 2.89834 -0.44371 -0.031 0.132 -0.025
H -5.23149 2.25717 1.01476 0.047 0.034 0.092
```
Positions in Å, forces in eV/Å.

Output
strongest force on any atom: 0.74 eV/Å
calculated total energy: -1605.27246 Eh
E_HOMO: -7.27 eV
total charge: 0
Kohn-Sham gap: 7.78 eV
spin multiplicity: 1


(2)
Here is a cluster of 2 separate species, C3H10NOS in total at a distorted geometry from the Open Molecules 2025 dataset. Energies are from ωB97M-V with the def2-TZVPD basis set.

The geometry in XYZ format:
```
16
Properties=species:S:1:pos:R:3:forces:R:3
C -0.59718 -0.38832 0.40495 1.041 -0.187 -2.269
C -0.06027 -1.72813 -0.30446 1.095 1.257 1.512
S 1.03950 -1.36853 -1.71807 0.265 0.113 0.113
C -1.16227 0.70271 -0.61466 1.353 0.458 0.812
N -1.18705 1.97708 0.22700 -1.122 -1.397 -0.033
H 0.31198 0.01043 0.88586 -0.386 0.267 -0.442
H -1.25343 -0.51244 1.25182 -0.808 -0.461 0.164
H -0.77474 -2.42647 -0.66014 -1.215 -0.406 -0.054
H 0.54199 -2.25176 0.49143 -0.603 0.346 -0.618
H -2.12878 0.33762 -1.12874 1.202 0.852 0.860
H -0.38758 0.93614 -1.36936 -0.549 -0.861 0.134
H -1.15270 2.92060 -0.18726 -0.591 -1.165 -0.077
H -1.98896 1.77935 0.82912 0.293 1.280 0.063
H 2.23430 0.10916 0.38472 -2.509 -0.363 -2.309
H 3.65596 -0.28651 0.50938 -1.609 0.956 1.068
O 2.90922 0.18907 0.99841 4.143 -0.687 1.077
```
Positions in Å, forces in eV/Å.

Output
strongest force on any atom: 4.34 eV/Å
calculated total energy: -648.48177 Eh
E_HOMO: -2.49 eV
total charge: -1
Kohn-Sham gap: 6.54 eV
spin multiplicity: 1


(3)
Here is the molecule C20H24O2 from the Open Molecules 2025 dataset. Energies are from ωB97M-V with the def2-TZVPD basis set.

The geometry in XYZ format:
```
46
Properties=species:S:1:pos:R:3:forces:R:3
C -6.34984 -0.85525 0.54058 0.051 0.245 -0.005
C -5.33149 0.25405 0.30592 0.077 -0.331 0.019
C -3.94240 -0.31112 0.01532 -0.084 0.385 -0.118
C -2.91039 0.75931 -0.33567 -0.094 -0.321 0.121
H -1.98178 0.27531 -0.64318 -0.012 0.089 -0.041
H -3.27098 1.35535 -1.17753 0.053 0.016 -0.036
C -2.58714 1.68847 0.83957 -0.147 -0.202 -0.125
C -1.45322 2.53206 0.51944 0.266 0.419 -0.009
C -0.52029 3.22094 0.21871 -0.431 -0.119 0.135
C 0.65420 4.00575 -0.13087 -0.058 0.237 -0.030
C 1.81548 3.13474 -0.22554 0.566 -0.200 -0.130
C 2.76198 2.40409 -0.31182 -0.359 0.466 -0.058
C 3.88475 1.48243 -0.38155 0.265 -0.055 -0.222
C 3.65245 0.36866 0.52326 0.099 -0.440 0.485
C 3.40460 -0.53382 1.27117 0.332 0.522 -0.265
C 3.05223 -1.69175 2.07685 0.029 -0.051 0.220
C 2.03483 -2.44791 1.36274 -0.346 -0.389 -0.178
C 1.20686 -3.00310 0.69799 0.391 -0.058 0.484
C 0.17304 -3.68487 -0.05545 -0.341 -0.027 -0.121
H 0.64148 -4.31972 -0.81366 -0.094 -0.056 0.034
H -0.39369 -4.32834 0.62493 0.071 -0.029 -0.102
C -0.78108 -2.69104 -0.72646 0.002 -0.063 -0.201
C -0.10521 -1.90832 -1.85320 -0.061 0.013 0.259
C 0.92787 -0.91226 -1.37434 0.190 0.029 -0.313
O 2.02260 -0.78858 -1.85697 0.206 0.025 -0.170
O 0.46632 -0.12441 -0.40376 -0.449 0.149 0.318
H 1.14144 0.52083 -0.12638 0.045 -0.097 -0.177
H -0.86233 -1.33356 -2.39379 0.029 0.004 -0.039
H 0.38152 -2.58417 -2.55803 0.002 0.110 0.010
H -1.62682 -3.24259 -1.14383 -0.005 0.036 0.045
H -1.16052 -1.99225 0.02000 -0.090 -0.054 0.001
H 3.93678 -2.31703 2.23962 -0.095 0.095 0.112
H 2.66441 -1.36848 3.04944 0.149 -0.107 -0.042
H 4.81295 2.00101 -0.11894 -0.059 -0.077 -0.117
H 3.96726 1.08726 -1.40002 0.087 0.087 0.078
H 0.82991 4.77031 0.63459 -0.024 0.007 -0.181
H 0.49084 4.50528 -1.09269 0.054 0.062 0.164
H -3.44656 2.31932 1.08129 0.025 -0.086 0.092
H -2.33888 1.08994 1.72130 -0.115 0.009 0.027
H -4.01795 -1.00907 -0.82286 0.004 -0.090 0.021
H -3.59570 -0.87786 0.88344 0.030 -0.107 0.019
H -5.65361 0.86909 -0.53790 0.021 0.100 0.011
H -5.29401 0.89340 1.18975 -0.008 0.108 -0.021
H -6.05237 -1.47317 1.38535 -0.012 -0.102 0.082
H -6.42980 -1.49330 -0.33718 -0.036 -0.099 -0.068
H -7.33166 -0.43719 0.75080 -0.126 -0.054 0.031
```
Positions in Å, forces in eV/Å.

Output
strongest force on any atom: 0.67 eV/Å
calculated total energy: -926.76675 Eh
E_HOMO: -9.30 eV
total charge: 0
Kohn-Sham gap: 10.12 eV
spin multiplicity: 1


(4)
Here is a cluster of 2 separate species, C8H25BNO7PS in total at a distorted geometry from the Open Molecules 2025 dataset. Energies are from ωB97M-V with the def2-TZVPD basis set.

The geometry in XYZ format:
```
44
Properties=species:S:1:pos:R:3:forces:R:3
C 1.52014 -0.38772 1.91008 0.128 0.207 0.181
O 1.37373 0.00365 0.53914 -0.087 0.099 0.694
B 0.59436 1.16885 0.19946 -0.002 0.527 -0.200
O -0.21374 0.80932 -0.86692 0.102 0.107 0.493
P 0.71455 2.92882 1.09004 -0.157 0.053 -0.195
O -0.52164 3.58297 -0.04465 0.177 0.094 0.244
C -1.75148 3.73296 0.56415 -0.057 0.131 0.009
S -1.97260 5.33646 1.48491 0.063 -0.154 0.008
C -1.89160 2.48281 1.44114 -0.171 -0.120 -0.154
C -3.07532 2.40170 2.39087 0.124 -0.023 0.069
O -4.27359 2.25414 1.61552 0.038 0.005 -0.046
O -5.09155 1.23297 2.19539 0.150 0.103 0.158
O -0.68167 2.34160 2.13308 0.169 -0.062 -0.201
H 2.45238 -0.94913 2.02274 -0.028 0.092 -0.036
H 1.53902 0.49037 2.55566 -0.021 -0.098 -0.064
H 0.67463 -1.02276 2.20542 0.055 0.090 0.019
H -0.26497 -0.13157 -0.67691 -0.621 -0.249 -0.862
H 1.68787 2.39942 2.03097 -0.106 -0.031 0.046
H 1.77947 3.36859 0.22705 -0.019 -0.007 -0.095
H 0.69514 4.17456 1.77840 0.027 0.000 0.093
H -2.56023 3.81205 -0.17321 0.175 -0.205 -0.010
H -1.04448 5.08695 2.41901 -0.062 0.050 -0.004
H -2.03219 1.66287 0.71107 -0.019 0.045 0.140
H -2.95099 1.51541 3.01949 0.010 0.092 -0.068
H -3.15813 3.30233 3.01033 0.048 -0.123 -0.009
H -5.41643 1.67333 2.99472 -0.152 -0.017 -0.072
C 1.96601 -1.52305 -2.46962 0.205 0.303 0.481
C 2.09212 -2.59819 -1.40270 -0.267 0.013 0.194
C 1.90870 -4.03253 -1.88151 -0.022 0.040 0.055
O 0.55710 -4.28780 -2.18683 -0.059 0.005 -0.038
C 0.16817 -4.16360 -3.55463 0.082 -0.068 0.033
N 1.02667 -2.32398 -0.36417 -0.153 -1.391 -0.732
H 0.95333 -1.42150 -2.86145 0.024 -0.118 -0.007
H 2.22876 -0.58324 -1.98010 -0.079 0.153 -0.313
H 2.66058 -1.68803 -3.29054 -0.014 -0.099 0.007
H 3.03289 -2.49249 -0.86105 0.127 -0.045 -0.193
H 2.19071 -4.72928 -1.08801 -0.006 -0.016 0.000
H 2.56521 -4.21193 -2.73767 -0.025 -0.014 0.003
H 1.01392 -4.37519 -4.21233 -0.036 -0.012 -0.030
H -0.21872 -3.16787 -3.77621 0.020 0.014 0.005
H -0.61428 -4.89785 -3.72989 -0.015 0.017 -0.023
H 1.01678 -1.29846 -0.13428 0.384 0.724 0.459
H 1.18979 -2.83424 0.50292 0.005 -0.032 -0.065
H 0.13158 -2.64171 -0.74885 0.067 -0.081 0.023
```
Positions in Å, forces in eV/Å.

Output
strongest force on any atom: 1.58 eV/Å
calculated total energy: -1665.44900 Eh
E_HOMO: -6.91 eV
total charge: 0
Kohn-Sham gap: 6.31 eV
spin multiplicity: 1


(5)
Here is a structure of composition C24H29Cl2N4O10Rb from the Open Molecules 2025 dataset. Energies are from ωB97M-V with the def2-TZVPD basis set.

The geometry in XYZ format:
```
70
Properties=species:S:1:pos:R:3:forces:R:3
Rb 0.51680 0.39354 0.26956 -0.206 0.055 -0.239
C -3.70348 1.81805 -2.39214 0.018 -0.004 -0.018
O -3.31867 0.77508 -1.50774 -0.007 -0.017 -0.048
C -3.17240 1.02468 -0.18936 -0.001 0.006 0.020
O -2.52422 0.27465 0.49972 -0.076 0.037 0.053
N -3.86667 2.09401 0.29495 0.015 -0.006 -0.031
N -3.67924 2.55020 1.61116 -0.037 0.020 0.056
H -3.50443 1.43445 -3.38883 -0.004 0.018 0.001
H -3.09253 2.70946 -2.23027 0.004 -0.012 -0.003
H -4.76603 2.06219 -2.27827 -0.009 -0.004 -0.019
H -4.28527 2.76273 -0.32140 0.004 -0.023 -0.015
H -3.76351 1.73925 2.21416 0.006 -0.001 0.004
H -2.71205 2.87690 1.69108 0.021 -0.008 0.027
O -0.46842 -1.78294 2.53262 0.011 0.122 0.033
C -0.66099 -3.14794 2.74612 -0.011 -0.072 -0.040
C 0.36327 -4.03695 2.03845 0.008 0.016 0.005
C 0.64984 -3.62078 0.59279 -0.007 0.000 -0.038
C -0.56368 -3.36666 -0.26146 0.016 0.002 0.014
C -1.62093 -4.27145 -0.33272 -0.019 0.005 -0.021
C -2.70823 -3.97651 -1.13885 0.007 -0.006 0.012
C -2.71277 -2.78922 -1.85168 -0.006 0.008 -0.002
C -1.61826 -1.94459 -1.72907 -0.029 -0.043 0.038
N -0.57004 -2.22765 -0.95774 0.000 -0.030 -0.036
H 0.49279 -1.55481 2.58541 0.010 -0.005 0.042
H -1.66699 -3.37879 2.37759 0.008 -0.025 0.002
H -0.64799 -3.39953 3.82000 -0.009 0.023 -0.001
H 0.01588 -5.07635 2.09945 -0.003 -0.003 -0.001
H 1.31284 -3.98392 2.57843 -0.003 -0.022 0.003
H 1.26277 -4.39334 0.11377 -0.001 -0.006 0.005
H 1.24586 -2.70952 0.60898 -0.005 -0.056 -0.024
H -1.58901 -5.18573 0.24843 0.002 0.005 0.002
H -3.54576 -4.66323 -1.20030 -0.002 0.002 -0.005
H -3.54548 -2.50013 -2.47889 0.001 -0.005 -0.008
H -1.58537 -0.99558 -2.25051 0.023 -0.014 -0.021
C 3.69207 1.36504 3.93004 -0.023 -0.004 -0.020
C 3.02697 -0.00494 3.83244 0.064 -0.023 -0.028
C 3.79443 -1.03569 4.65418 -0.004 0.010 0.003
O 1.72605 0.03977 4.39643 -0.074 0.070 -0.070
C 3.03888 -0.51079 2.35374 0.149 -0.079 0.154
O 4.05557 -0.26697 1.68831 -0.029 0.000 0.023
O 2.03340 -1.17996 1.97180 0.131 0.041 0.109
H 3.72320 1.67810 4.97780 0.002 -0.001 0.002
H 3.11263 2.09884 3.36773 -0.006 0.003 0.012
H 4.69843 1.32740 3.51585 0.003 0.003 0.004
H 3.82640 -0.72184 5.70151 0.001 -0.002 -0.002
H 4.81051 -1.13902 4.27135 -0.006 0.000 0.001
H 3.28780 -2.00084 4.59421 0.003 -0.005 0.002
H 1.20039 0.67643 3.88059 0.035 -0.026 0.021
Cl 1.15377 4.30551 4.56817 0.026 -0.010 0.017
C -0.37220 3.98367 3.71892 -0.005 -0.014 -0.062
Cl -1.56383 3.25877 4.83839 -0.021 0.002 0.018
C -0.20888 3.04449 2.48274 -0.037 -0.102 -0.001
O -0.90130 3.41075 1.51179 0.032 0.039 -0.019
O 0.52750 2.05740 2.60089 0.091 0.078 0.149
H -0.78085 4.93594 3.40703 0.003 0.010 0.013
O 1.86158 1.48017 -2.23915 -0.084 0.005 0.007
C 1.06502 1.28743 -3.14623 0.048 0.012 -0.031
N -0.22930 0.86968 -3.03854 -0.064 0.076 -0.009
C -0.76287 0.76722 -4.28014 0.041 -0.094 -0.059
O -1.89852 0.40807 -4.58821 0.016 0.046 0.010
C 0.27760 1.15703 -5.31850 0.013 0.027 0.019
C 0.24218 1.21532 -6.69511 -0.013 0.000 0.000
C 1.40304 1.62302 -7.35342 0.000 -0.001 -0.003
C 2.55071 1.95455 -6.63855 0.001 0.001 -0.003
C 2.57075 1.88828 -5.24488 0.011 -0.003 0.005
C 1.41505 1.48630 -4.61109 -0.020 -0.024 -0.013
H -0.65745 0.94959 -7.23714 0.002 0.002 -0.001
H 1.41727 1.68134 -8.43608 0.000 0.000 0.000
H 3.43935 2.26453 -7.17664 0.001 0.002 0.002
H 3.45698 2.13579 -4.67368 -0.003 0.004 0.001
```
Positions in Å, forces in eV/Å.

Output
strongest force on any atom: 0.32 eV/Å
calculated total energy: -2848.08157 Eh
E_HOMO: -2.98 eV
total charge: -2
Kohn-Sham gap: 7.09 eV
spin multiplicity: 1


What is the formula in the first record? C26H32N4O5